[1]
47
Properties=species:S:1:pos:R:3 method="wB97M-V/def2-TZVPD" homo_lumo_gap_ev="5.6 / 2.6" multiplicity=5 charge=+3 s_squared=6.0418 energy_ev=-170506.902
Ir 0.00 0.00 0.00
Se -6.33 0.00 -4.48
N -5.35 -1.30 -3.78
C -4.39 -0.73 -3.10
C -3.36 -1.47 -2.38
C -3.30 -2.86 -2.33
C -2.29 -3.46 -1.62
C -1.36 -2.67 -0.96
N -1.41 -1.33 -1.00
C -2.40 -0.73 -1.70
C -2.40 0.73 -1.69
N -1.41 1.33 -1.00
C -1.36 2.66 -0.96
C -2.29 3.46 -1.62
C -3.30 2.86 -2.33
C -3.36 1.47 -2.38
C -4.39 0.73 -3.10
N -5.35 1.30 -3.78
H -4.04 -3.45 -2.86
H -2.20 -4.54 -1.56
H -0.55 -3.10 -0.39
H -0.55 3.10 -0.39
H -2.20 4.54 -1.56
H -4.04 3.45 -2.86
Se 6.33 0.00 4.48
N 4.59 0.00 4.84
C 3.96 0.00 3.70
C 2.52 0.00 3.58
C 1.65 0.00 4.67
C 0.29 0.00 4.44
C -0.18 0.00 3.14
N 0.65 0.00 2.08
C 1.97 0.00 2.29
C 2.82 0.00 1.10
N 2.18 0.00 -0.08
C 2.90 0.00 -1.22
C 4.29 0.00 -1.21
C 4.95 0.00 0.00
C 4.21 0.00 1.18
C 4.81 0.00 2.50
N 6.10 0.00 2.71
H 2.05 0.00 5.68
H -0.42 0.00 5.26
H -1.24 0.00 2.92
H 2.34 0.00 -2.14
H 4.82 0.00 -2.15
H 6.04 0.00 0.04

[2]
51
Properties=species:S:1:pos:R:3 method="wB97M-V/def2-TZVPD" homo_lumo_gap_ev=7.5 charge=+1 energy_ev=-162981.828
Ti -1.06 -1.34 -0.26
F -3.15 4.59 2.95
C -2.36 3.67 2.44
C -1.01 3.64 2.78
F -0.52 4.54 3.59
C -0.20 2.65 2.24
F 1.08 2.64 2.58
C -0.68 1.68 1.37
P 0.47 0.40 0.70
C 1.40 -0.24 2.11
C 2.65 -0.80 1.89
C 3.36 -1.35 2.94
C 2.81 -1.36 4.22
C 1.55 -0.82 4.44
C 0.84 -0.26 3.39
C 1.57 1.42 -0.33
C 2.80 1.91 0.10
C 3.56 2.70 -0.75
C 3.10 3.01 -2.02
C 1.86 2.54 -2.45
C 1.10 1.75 -1.61
C -2.03 1.77 1.02
Br -2.81 0.64 -0.33
C -2.86 2.73 1.56
F -4.15 2.77 1.22
H 3.07 -0.81 0.89
H 4.34 -1.77 2.78
H 3.35 -1.80 5.04
H 1.12 -0.83 5.43
H -0.15 0.15 3.55
H 3.15 1.69 1.10
H 4.51 3.08 -0.40
H 3.71 3.61 -2.68
H 1.51 2.79 -3.44
H 0.14 1.38 -1.94
F 0.20 -3.30 -4.93
C -1.04 -2.80 -5.04
F -1.66 -3.44 -6.04
F -0.94 -1.51 -5.39
C -1.82 -2.95 -3.75
C -2.99 -3.68 -3.73
C -3.70 -3.81 -2.53
C -3.21 -3.20 -1.41
N -2.07 -2.50 -1.42
C -1.34 -2.38 -2.57
S 0.13 -1.47 -2.36
H -3.35 -4.14 -4.64
H -4.61 -4.39 -2.49
H -3.73 -3.26 -0.45
O -0.58 -2.33 1.14
O -1.34 -1.19 1.49

[3]
51
Properties=species:S:1:pos:R:3 method="wB97M-V/def2-TZVPD" homo_lumo_gap_ev=6.5 charge=-1 energy_ev=-122375.095
Y 0.24 -0.58 0.19
C -0.49 -3.68 0.83
C 0.89 -3.79 0.69
C 1.49 -3.49 -0.53
C 0.70 -3.08 -1.61
C -0.67 -2.94 -1.45
C -1.27 -3.23 -0.23
H -0.95 -3.87 1.79
H 1.51 -4.08 1.53
H 2.56 -3.55 -0.64
H 1.16 -2.83 -2.55
H -1.28 -2.56 -2.27
H -2.33 -3.07 -0.09
O -0.48 3.77 0.93
N -0.60 1.49 -0.42
N -1.94 1.00 -0.02
O -1.87 -0.37 -0.33
C -2.90 1.68 -0.83
C -2.83 3.06 -1.03
C -3.83 3.69 -1.76
C -4.90 2.98 -2.29
C -4.96 1.61 -2.08
C -3.97 0.96 -1.35
H -2.01 3.62 -0.62
H -3.76 4.76 -1.92
H -5.67 3.48 -2.85
H -5.78 1.03 -2.48
H -4.00 -0.11 -1.19
Cl 3.28 -0.64 1.11
C 3.40 -0.31 -0.62
C 2.20 -0.29 -1.31
C 2.31 -0.04 -2.67
Cl 0.84 -0.03 -3.61
C 3.53 0.17 -3.32
Cl 3.60 0.46 -5.02
C 4.70 0.13 -2.57
Cl 6.23 0.39 -3.33
C 4.65 -0.11 -1.20
Cl 6.09 -0.17 -0.25
Cl 2.20 -1.99 5.10
C 1.15 -0.76 4.42
C 0.95 0.47 5.08
C 0.45 1.63 4.57
C 0.20 2.00 3.19
C 0.46 1.32 2.05
Cl 0.21 2.47 0.68
C 0.40 -1.11 3.34
N -0.25 -1.41 2.40
H 1.22 0.48 6.13
H 0.27 2.42 5.29
H -0.17 3.02 3.09

[4]
52
Properties=species:S:1:pos:R:3 method="wB97M-V/def2-TZVPD" homo_lumo_gap_ev="2.9 / 3.0" energy_ev=-48814.126
Tl -18.45 3.20 -9.23
O -19.86 4.30 -10.72
C -20.87 4.33 -11.53
C -22.27 4.33 -11.07
C -23.37 4.63 -11.89
C -23.13 5.11 -13.20
C -21.83 5.09 -13.71
C -20.74 4.49 -12.98
C -19.56 4.18 -13.64
N -18.70 3.40 -13.00
N -17.63 2.94 -13.51
C -16.83 2.30 -12.59
O -17.03 2.33 -11.35
C -15.95 1.27 -13.21
C -15.54 1.33 -14.60
C -14.62 0.38 -15.04
C -14.29 -0.66 -14.21
C -14.78 -0.77 -12.94
C -15.56 0.22 -12.41
H -22.37 3.99 -10.01
H -24.36 4.74 -11.50
H -23.98 5.39 -13.89
H -21.64 5.40 -14.73
H -19.36 4.66 -14.66
H -15.99 2.09 -15.29
H -14.31 0.44 -16.13
H -13.77 -1.53 -14.60
H -14.47 -1.63 -12.27
H -15.87 0.17 -11.35
N -20.49 -0.30 -4.49
C -19.92 0.75 -5.08
N -19.93 0.60 -6.38
C -20.57 -0.58 -6.58
N -20.85 -1.20 -5.44
C -20.91 -1.09 -7.88
C -21.87 -2.16 -7.84
N -22.37 -2.65 -8.93
C -21.99 -2.18 -10.11
C -20.98 -1.25 -10.16
N -20.42 -0.70 -9.08
H -20.67 -0.63 -3.57
H -19.37 1.57 -4.61
H -22.15 -2.64 -6.93
H -22.57 -2.51 -10.99
H -20.59 -0.95 -11.14
N -17.18 5.53 -8.34
C -16.42 6.34 -8.00
C -15.36 7.22 -7.65
C -14.33 6.61 -6.95
N -13.45 6.00 -6.44
C -15.50 8.57 -8.03
N -15.72 9.66 -8.35

[5]
62
Properties=species:S:1:pos:R:3 method="wB97M-V/def2-TZVPD" homo_lumo_gap_ev=6.4 energy_ev=-130283.952
Au -0.35 1.21 -1.02
Cl 3.58 0.72 -3.31
C 3.47 2.25 -2.53
C 4.65 2.91 -2.23
C 4.61 4.18 -1.68
C 3.40 4.81 -1.45
C 2.23 4.14 -1.75
Cl 0.73 4.95 -1.39
C 2.22 2.85 -2.28
S 0.75 2.06 -2.83
H 5.59 2.41 -2.43
H 5.53 4.70 -1.45
H 3.35 5.80 -1.03
C -0.31 -6.30 0.71
C -0.62 -4.85 0.94
C 0.16 -3.86 0.34
C -0.11 -2.52 0.55
C -1.18 -2.16 1.37
C -1.97 -3.12 1.97
C -1.68 -4.47 1.75
S -1.49 -0.45 1.66
O -2.70 -0.34 2.43
O -0.31 0.21 2.12
N -1.73 0.15 0.16
C -3.01 0.16 -0.39
C -4.10 -0.60 -0.02
C -5.33 -0.45 -0.67
C -5.52 0.46 -1.67
C -4.43 1.26 -2.08
C -4.54 2.27 -3.05
C -3.46 3.05 -3.35
C -2.23 2.78 -2.73
N -2.09 1.81 -1.85
C -3.18 1.07 -1.46
H 0.75 -6.50 0.89
H -0.52 -6.58 -0.32
H -0.90 -6.94 1.36
H 1.00 -4.14 -0.28
H 0.51 -1.76 0.10
H -2.78 -2.83 2.62
H -2.29 -5.22 2.23
H -4.02 -1.30 0.80
H -6.16 -1.07 -0.34
H -6.48 0.59 -2.15
H -5.49 2.44 -3.54
H -3.50 3.86 -4.06
H -1.35 3.36 -2.97
F 2.44 3.11 0.82
C 2.43 2.13 1.74
F 1.35 2.28 2.48
F 3.51 2.26 2.49
S 2.54 0.54 0.79
O 1.47 0.71 -0.25
O 3.82 0.63 0.17
N 2.39 -0.70 1.63
S 2.14 -1.07 3.15
O 1.10 -2.04 3.31
O 2.24 0.06 4.02
C 3.69 -2.03 3.43
F 3.71 -2.48 4.69
F 4.76 -1.27 3.23
F 3.75 -3.08 2.61

[6]
54
Properties=species:S:1:pos:R:3 method="wB97M-V/def2-TZVPD" homo_lumo_gap_ev="6.9 / 6.3" multiplicity=3 charge=+1 s_squared=2.0238 energy_ev=-134273.184
Mo 0.15 -0.02 -0.30
C 2.34 -0.03 2.40
C 2.32 -1.34 1.68
C 2.99 -2.44 2.26
C 3.01 -3.65 1.64
C 2.41 -3.78 0.37
C 2.45 -4.99 -0.35
C 1.90 -5.05 -1.60
C 1.32 -3.91 -2.17
C 1.26 -2.72 -1.48
S 0.61 -1.29 -2.26
C 1.79 -2.65 -0.18
N 1.70 -1.45 0.51
H 3.17 -0.01 3.10
H 1.42 0.11 2.96
H 2.48 0.78 1.69
H 3.47 -2.29 3.22
H 3.50 -4.50 2.09
H 2.92 -5.86 0.09
H 1.93 -5.98 -2.17
H 0.92 -3.96 -3.18
C 0.01 3.92 1.86
C 0.26 2.60 1.50
N -0.26 2.04 0.41
C -1.10 2.79 -0.34
C -1.39 4.12 -0.07
C -0.80 4.69 1.07
C -2.29 4.83 -0.94
C -2.89 4.21 -1.98
C -2.65 2.81 -2.23
C -3.32 2.07 -3.22
C -3.08 0.73 -3.33
C -2.13 0.13 -2.50
N -1.44 0.81 -1.59
C -1.73 2.13 -1.44
H 0.47 4.31 2.75
H 0.90 1.98 2.10
H -0.98 5.73 1.31
H -2.48 5.88 -0.74
H -3.58 4.74 -2.62
H -4.04 2.56 -3.86
H -3.60 0.11 -4.05
H -1.92 -0.93 -2.57
F -1.35 -2.36 3.72
C -1.35 -2.70 2.44
F -2.27 -3.61 2.21
F -0.15 -3.20 2.12
S -1.71 -1.21 1.43
O -3.03 -0.82 1.79
O -1.45 -1.56 0.02
O -0.61 -0.24 1.74
Se 2.28 1.24 -1.15
C 1.91 3.04 -1.09
N 1.72 4.18 -1.07

[7]
49
Properties=species:S:1:pos:R:3 method="wB97M-V/def2-TZVPD" homo_lumo_gap_ev="4.6 / 4.7" charge=+2 energy_ev=-135556.095
Pt -0.33 -0.38 0.80
S -2.02 0.84 0.07
S -2.60 2.18 1.39
S -1.37 2.21 2.92
S -0.04 0.77 2.75
N 6.40 -3.54 1.46
C 5.37 -3.05 1.37
C 4.08 -2.44 1.27
C 3.54 -2.12 0.02
C 2.29 -1.56 -0.04
N 1.55 -1.29 1.05
C 2.08 -1.59 2.25
C 3.33 -2.16 2.41
H 4.10 -2.31 -0.89
H 1.87 -1.29 -0.99
H 1.48 -1.41 3.13
H 3.70 -2.39 3.39
C 1.37 -5.98 -0.29
C 0.80 -5.34 0.80
C 0.09 -4.17 0.62
C -0.04 -3.64 -0.67
C 0.52 -4.29 -1.76
C 1.23 -5.46 -1.57
As -1.00 -2.00 -0.93
C -1.00 -1.45 -2.74
C 0.06 -1.10 -3.56
C -0.21 -0.72 -4.87
C -1.52 -0.68 -5.33
C -2.58 -1.03 -4.50
C -2.33 -1.42 -3.19
C -3.36 -1.84 -2.21
C -4.73 -1.91 -2.44
C -5.58 -2.35 -1.43
C -5.08 -2.73 -0.19
C -3.72 -2.67 0.07
C -2.88 -2.23 -0.94
H 1.92 -6.90 -0.14
H 0.89 -5.77 1.79
H -0.36 -3.67 1.47
H 0.39 -3.89 -2.76
H 1.67 -5.97 -2.42
H 1.08 -1.13 -3.21
H 0.60 -0.45 -5.53
H -1.72 -0.38 -6.35
H -3.59 -0.99 -4.88
H -5.14 -1.62 -3.40
H -6.64 -2.40 -1.62
H -5.76 -3.09 0.58
H -3.33 -2.97 1.03

[8]
56
Properties=species:S:1:pos:R:3 method="wB97M-V/def2-TZVPD" homo_lumo_gap_ev="8.5 / 8.7" multiplicity=2 s_squared=0.7522 energy_ev=-248412.522
Ti -0.02 -0.89 0.60
O -3.51 -2.62 -0.31
S -2.18 -2.47 0.18
O -1.98 -1.63 1.38
O -1.20 -1.89 -0.79
C -1.57 -4.10 0.61
C -2.48 -5.13 0.42
C -2.15 -6.44 0.76
C -0.91 -6.72 1.28
C 0.01 -5.70 1.47
C -0.30 -4.39 1.14
S 1.03 -3.22 1.39
O 0.47 -2.11 2.22
O 2.13 -3.91 1.95
O 1.23 -2.56 0.07
H -3.45 -4.89 0.01
H -2.88 -7.22 0.60
H -0.65 -7.73 1.55
H 0.99 -5.91 1.88
Cl 4.50 4.97 -0.23
C 3.46 3.59 -0.29
C 3.45 2.69 0.77
C 2.61 1.60 0.71
Cl 2.56 0.46 2.01
C 1.76 1.37 -0.38
O 0.95 0.33 -0.41
C 1.81 2.30 -1.43
Cl 0.79 2.04 -2.81
C 2.64 3.40 -1.39
H 4.09 2.85 1.63
H 2.66 4.10 -2.21
Br -0.91 1.36 1.94
Ge -2.30 2.01 0.10
C -2.00 3.90 -0.16
C -2.11 4.77 0.93
C -1.92 6.13 0.76
C -1.60 6.63 -0.50
C -1.47 5.77 -1.58
C -1.67 4.41 -1.41
C -4.09 1.51 0.62
C -4.86 0.72 -0.23
C -6.16 0.38 0.12
C -6.68 0.80 1.33
C -5.91 1.58 2.19
C -4.62 1.93 1.84
H -1.74 1.11 -1.00
H -2.35 4.39 1.91
H -2.01 6.80 1.60
H -1.44 7.69 -0.63
H -1.22 6.16 -2.55
H -1.55 3.74 -2.26
H -4.45 0.36 -1.17
H -6.75 -0.24 -0.54
H -7.69 0.52 1.61
H -6.32 1.90 3.14
H -4.02 2.51 2.53

[9]
50
Properties=species:S:1:pos:R:3 method="wB97M-V/def2-TZVPD" homo_lumo_gap_ev=7.8 smiles="O=C1[C@H]2C(=NC(=S)N[C@@H]2c2ccc(Cl)cc2)N[C@@H](c2ccc(Cl)cc2)N1c1ccc(Cl)cc1" energy_ev=-81572.575
O -1.40 -0.50 -0.92
S 0.97 5.59 0.72
Cl 0.99 -6.63 -2.58
Cl 2.28 -2.36 6.29
Cl -6.54 3.03 -3.23
N 1.54 2.95 0.62
C -0.34 -0.09 -0.39
C 0.65 3.97 0.37
C 1.16 1.76 0.31
C 0.49 -3.93 -2.51
C 1.26 -4.81 -0.54
C 3.32 -1.54 3.87
C 0.88 -1.41 4.13
C -3.67 3.03 -3.53
C -4.60 2.60 -1.37
C 0.22 -2.67 -1.94
C 1.17 -3.54 0.16
C 3.20 -1.18 2.55
C 0.80 -1.05 2.81
C -2.34 2.90 -2.97
C -3.27 2.43 -0.79
C 0.96 -5.00 -1.80
C 2.13 -1.65 4.69
C -4.83 2.91 -2.67
C 0.71 -2.42 -0.54
C 1.93 -0.97 2.06
C -2.12 2.55 -1.59
N 2.02 0.85 0.54
N 0.65 -1.06 -0.03
N -0.45 3.74 -0.38
C 1.86 -0.58 0.65
C -0.27 1.37 0.02
C -0.70 2.44 -0.97
H 0.43 -4.10 -3.54
H 1.52 -5.64 0.15
H 4.27 -1.74 4.14
H 0.03 -1.60 4.76
H -3.85 3.19 -4.60
H -5.47 2.60 -0.66
H -0.23 -1.80 -2.48
H 1.41 -3.48 1.16
H 4.07 -1.16 1.90
H -0.18 -0.92 2.34
H -1.46 3.16 -3.67
H -3.13 2.29 0.27
H 2.90 1.26 0.87
H -0.82 4.46 -0.93
H 2.70 -1.03 0.04
H -0.82 1.52 0.96
H -0.09 2.24 -1.77